# 1
A 2-piece molecular cluster, C29H29N2O overall at a distorted geometry. Source: the OMol25 dataset; level of theory: wB97M-V/def2-TZVPD.

ORCA input file:
```
! wB97M-V def2-TZVPD RIJCOSX def2/J DEFGRID3
* xyz 1 1
C 4.75 -3.43 3.43
C 3.43 -2.90 2.99
C 2.81 -1.86 3.70
C 1.59 -1.36 3.28
C 0.95 -1.91 2.16
C -0.29 -1.24 1.64
C -0.95 -1.73 0.40
C -2.26 -1.43 0.15
C -3.00 -2.05 -0.91
C -4.29 -1.59 -1.27
C -4.96 -2.18 -2.34
C -4.37 -3.22 -3.07
C -5.09 -3.80 -4.24
C -3.11 -3.70 -2.69
C -2.43 -3.14 -1.62
C 1.56 -2.94 1.45
C 2.79 -3.43 1.87
H 5.08 -4.22 2.74
H 5.51 -2.64 3.45
H 4.69 -3.84 4.44
H 3.32 -1.44 4.57
H 1.13 -0.52 3.81
H -1.03 -1.04 2.43
H -0.29 -2.10 -0.39
H -2.76 -0.66 0.75
H -4.73 -0.76 -0.71
H -5.95 -1.83 -2.62
H -4.48 -4.57 -4.71
H -6.05 -4.23 -3.93
H -5.32 -3.02 -4.97
H -2.67 -4.53 -3.24
H -1.45 -3.51 -1.31
H 1.08 -3.32 0.55
H 3.28 -4.24 1.31
H 0.09 -0.29 1.28
C -0.17 2.37 2.14
H -0.73 1.87 2.94
C 1.22 2.26 2.09
C 1.94 2.76 1.01
N 1.28 3.38 -0.01
C 2.03 3.93 -1.11
C 3.04 3.19 -1.73
C 3.69 3.73 -2.85
C 3.40 5.04 -3.27
C 2.43 5.79 -2.60
C 1.70 5.21 -1.55
C -0.08 3.55 0.03
C -0.83 2.93 1.03
C -2.23 2.60 0.62
N -2.97 1.83 1.51
O -2.66 2.89 -0.48
H 1.77 1.76 2.87
H 3.02 2.64 0.88
H 3.29 2.20 -1.35
H 4.40 3.12 -3.40
H 3.94 5.47 -4.12
H 2.23 6.82 -2.88
H 0.89 5.75 -1.05
H -0.48 4.00 -0.89
H -2.72 1.77 2.49
H -3.97 1.82 1.32
*
```

## Properties
Electronic energy ... -1306.97864 Eh

---

# 2
One molecule with the formula C4H9NO2 at a distorted geometry. Source: the OMol25 dataset; level of theory: wB97M-V/def2-TZVPD.

ORCA input file:
```
! wB97M-V def2-TZVPD RIJCOSX def2/J DEFGRID3
* xyz 0 1
O 1.60 -1.29 1.79
C 0.61 -1.63 1.21
C -0.04 -0.84 0.08
C -0.43 0.54 0.65
C -0.55 1.65 -0.42
O -1.48 1.34 -1.46
N 0.87 -0.63 -1.08
H 0.14 -2.61 1.50
H -0.90 -1.38 -0.33
H -1.29 0.70 1.30
H 0.40 0.81 1.32
H -1.02 2.55 -0.03
H 0.41 1.88 -0.92
H -1.40 0.43 -1.77
H 1.45 -1.47 -1.14
H 1.64 -0.05 -0.71
*
```

## Properties
Electronic energy ... -363.00354 Eh

---

# 3
A 14-piece molecular cluster, C21H70O14 overall at a distorted geometry. Source: the OMol25 dataset; level of theory: wB97M-V/def2-TZVPD.

ORCA input file:
```
! wB97M-V def2-TZVPD RIJCOSX def2/J DEFGRID3
* xyz 0 1
C 0.35 0.95 0.62
C 0.38 -0.44 0.09
O -0.89 -0.76 -0.47
H -0.23 0.99 1.53
H 0.12 1.78 -0.06
H 1.39 1.24 0.91
H 0.68 -1.09 0.83
H 1.14 -0.64 -0.75
H -0.72 -1.49 -1.02
C -1.45 -0.91 3.35
C -2.12 -0.17 4.41
O -3.45 -0.40 4.58
H -0.37 -0.87 3.56
H -1.63 -0.41 2.37
H -1.65 -1.92 3.25
H -1.90 0.84 4.34
H -1.72 -0.40 5.33
H -3.67 -0.42 5.49
C -2.69 2.36 2.01
C -1.63 3.26 2.59
O -2.20 4.09 3.53
H -3.42 2.94 1.41
H -3.11 1.66 2.67
H -2.27 1.70 1.32
H -1.22 3.80 1.77
H -0.81 2.69 3.07
H -1.71 4.86 3.81
C -1.45 -0.76 -3.90
C -1.58 -1.97 -4.87
O -1.99 -3.22 -4.38
H -1.78 -1.11 -2.87
H -2.01 0.10 -4.23
H -0.38 -0.44 -3.97
H -0.67 -1.96 -5.45
H -2.45 -1.77 -5.51
H -2.30 -3.66 -5.16
C 0.78 -4.46 -0.90
C 0.43 -4.03 -2.31
O -0.21 -2.80 -2.35
H 1.54 -3.77 -0.52
H 1.30 -5.39 -0.86
H -0.13 -4.64 -0.39
H -0.23 -4.79 -2.64
H 1.37 -4.16 -2.93
H -0.68 -2.85 -3.20
C 4.46 2.17 1.97
C 5.23 3.33 2.47
O 4.28 4.35 2.88
H 3.64 1.84 2.68
H 5.02 1.26 1.91
H 3.97 2.52 1.10
H 5.92 3.85 1.75
H 5.75 2.99 3.39
H 4.73 5.03 3.36
C -4.95 -0.40 1.53
C -4.46 -0.24 0.05
O -5.32 0.68 -0.54
H -4.18 -0.84 2.19
H -5.83 -1.04 1.55
H -5.20 0.55 1.87
H -4.45 -1.13 -0.57
H -3.45 0.17 0.02
H -5.31 0.43 -1.47
C 2.44 -1.36 -4.30
O 1.84 -1.63 -5.59
H 2.79 -0.36 -4.29
H 3.31 -2.03 -4.15
H 1.68 -1.41 -3.54
H 1.61 -2.56 -5.58
C -2.75 -3.02 0.52
O -3.91 -3.78 0.80
H -2.85 -2.09 1.10
H -2.63 -2.73 -0.54
H -1.98 -3.55 0.91
H -4.54 -3.87 0.09
C 2.07 -3.14 2.91
O 3.03 -2.17 3.13
H 1.52 -2.76 2.03
H 1.37 -3.13 3.77
H 2.60 -4.09 2.85
H 3.64 -2.21 2.42
C -2.32 2.93 -1.25
O -1.80 1.72 -1.89
H -3.39 2.79 -1.07
H -2.21 3.76 -1.95
H -1.68 3.16 -0.38
H -1.53 1.14 -1.17
C 4.38 -0.58 -0.51
O 3.53 -1.46 0.25
H 4.21 0.43 -0.14
H 4.15 -0.62 -1.55
H 5.40 -0.84 -0.29
H 3.60 -2.31 -0.12
C 2.15 2.02 -2.19
O 2.29 1.90 -3.62
H 2.19 0.98 -1.75
H 1.25 2.43 -1.83
H 2.91 2.66 -1.93
H 3.17 1.66 -3.86
C 1.93 4.41 0.62
O 0.68 4.97 0.31
H 2.29 3.98 -0.30
H 1.72 3.59 1.36
H 2.59 5.14 1.12
H 0.60 4.94 -0.67
*
```

## Properties
Electronic energy ... -1895.11199 Eh

---

# 4
A 13-piece molecular cluster, C45H84F6O29 overall at a distorted geometry. Source: the OMol25 dataset; level of theory: wB97M-V/def2-TZVPD.

ORCA input file:
```
! wB97M-V def2-TZVPD RIJCOSX def2/J DEFGRID3
* xyz 0 1
C -0.19 -4.27 3.39
C -0.39 -4.94 4.71
O -1.62 -5.56 4.85
C -2.85 -4.87 4.83
O -3.01 -3.69 4.98
C -4.07 -5.84 4.65
F -5.16 -5.13 4.27
F -3.75 -6.83 3.81
F -4.39 -6.29 5.83
H 0.77 -3.76 3.25
H -0.90 -3.46 3.25
H -0.27 -4.90 2.50
H -0.21 -4.26 5.55
H 0.37 -5.71 4.82
C 1.18 -2.04 0.25
C 0.76 -0.76 -0.50
O -0.61 -0.43 -0.45
C -1.17 0.35 -1.33
O -0.64 0.70 -2.41
C -2.64 0.57 -0.95
F -2.95 1.82 -1.37
F -3.45 -0.27 -1.61
F -2.93 0.52 0.37
H 0.94 -2.03 1.31
H 2.25 -2.21 0.11
H 0.60 -2.90 -0.07
H 1.09 -0.85 -1.54
H 1.39 0.03 -0.09
C -1.92 4.85 -0.61
C -1.04 5.50 0.37
C -1.95 6.49 1.12
O -2.98 6.75 0.17
C -2.79 5.99 -1.03
H -2.58 4.06 -0.24
H -1.35 4.41 -1.44
H -0.24 6.01 -0.16
H -0.68 4.71 1.03
H -1.37 7.36 1.44
H -2.43 5.99 1.96
H -2.23 6.60 -1.74
H -3.71 5.61 -1.47
C 3.00 -2.04 4.91
C 4.19 -1.30 5.48
C 3.61 0.04 5.81
O 2.64 0.31 4.77
C 2.08 -0.92 4.31
H 2.42 -2.63 5.63
H 3.33 -2.74 4.14
H 5.01 -1.21 4.77
H 4.57 -1.81 6.36
H 4.30 0.89 5.87
H 3.15 0.10 6.79
H 1.99 -0.96 3.23
H 1.07 -1.03 4.69
C -0.68 3.54 -4.25
C -1.07 4.22 -5.48
C 0.20 4.57 -6.11
O 1.10 3.60 -5.64
C 0.43 2.64 -4.91
H -1.44 2.89 -3.82
H -0.18 4.13 -3.49
H -1.71 5.07 -5.25
H -1.49 3.51 -6.19
H 0.49 5.55 -5.74
H 0.15 4.68 -7.19
H 1.06 2.12 -4.19
H 0.10 1.91 -5.66
C -2.56 2.82 3.81
C -1.60 2.62 2.68
C -1.05 1.21 3.02
O -2.28 0.55 3.32
C -3.11 1.40 4.04
H -3.34 3.45 3.40
H -1.99 3.18 4.67
H -0.81 3.37 2.75
H -2.07 2.58 1.70
H -0.33 1.22 3.84
H -0.63 0.71 2.15
H -3.14 1.21 5.12
H -4.14 1.43 3.68
C 2.47 3.70 3.37
O 2.04 4.06 2.04
C 1.91 3.05 1.07
O 1.89 1.80 1.20
O 1.86 3.69 -0.11
C 1.66 2.84 -1.22
H 2.91 2.70 3.38
H 1.56 3.78 3.97
H 3.19 4.41 3.78
H 0.85 2.14 -1.03
H 2.55 2.23 -1.38
H 1.42 3.35 -2.15
C -5.81 1.81 0.69
O -5.64 2.86 1.62
C -5.65 4.18 1.23
O -5.94 4.59 0.07
O -5.40 4.97 2.26
C -5.25 6.37 2.13
H -5.55 1.97 -0.36
H -6.88 1.65 0.56
H -5.41 0.89 1.11
H -4.37 6.77 2.64
H -6.10 6.91 2.53
H -5.15 6.69 1.09
C 1.74 -2.01 -7.50
O 1.26 -1.81 -6.23
C -0.09 -1.95 -6.02
O -0.83 -2.32 -6.88
O -0.36 -1.67 -4.75
C -1.71 -1.70 -4.30
H 2.83 -2.03 -7.42
H 1.45 -1.32 -8.29
H 1.57 -2.99 -7.95
H -2.33 -2.47 -4.76
H -2.14 -0.74 -4.61
H -1.77 -1.68 -3.21
C -5.57 -5.35 0.78
O -4.16 -5.14 0.51
C -3.47 -4.08 0.81
O -2.30 -3.87 0.56
O -4.19 -3.26 1.66
C -3.72 -2.04 2.09
H -5.84 -6.31 0.35
H -6.19 -4.59 0.29
H -5.74 -5.42 1.85
H -4.50 -1.43 2.55
H -3.35 -1.48 1.23
H -2.90 -2.05 2.81
C 6.86 0.12 -3.41
O 6.31 -0.94 -4.20
C 5.02 -1.24 -4.13
O 4.51 -2.25 -4.61
O 4.27 -0.23 -3.60
C 2.86 -0.33 -3.52
H 6.63 1.11 -3.78
H 7.93 -0.11 -3.45
H 6.49 0.10 -2.39
H 2.41 0.35 -2.78
H 2.50 -1.34 -3.32
H 2.49 -0.07 -4.51
C -0.85 -4.45 -2.24
O 0.60 -4.43 -2.04
C 1.37 -5.61 -2.00
O 0.86 -6.73 -2.02
O 2.68 -5.40 -1.90
C 3.26 -4.16 -2.14
H -1.30 -3.47 -2.34
H -1.22 -4.94 -1.34
H -1.16 -5.11 -3.05
H 2.83 -3.44 -1.44
H 3.06 -3.86 -3.16
H 4.34 -4.24 -1.96
C 4.38 -0.08 1.61
O 5.36 -0.24 0.62
C 5.52 -1.47 0.10
O 4.71 -2.37 0.22
O 6.73 -1.52 -0.45
C 7.17 -2.66 -1.18
H 3.46 -0.33 1.10
H 4.35 0.93 2.02
H 4.52 -0.74 2.47
H 8.24 -2.51 -1.34
H 6.65 -2.75 -2.13
H 7.07 -3.55 -0.56
*
```

## Properties
Electronic energy ... -4546.06900 Eh

---

# 5
C5H7Br2Cl9 as an isolated structure at a distorted geometry. Source: the OMol25 dataset; level of theory: wB97M-V/def2-TZVPD.

ORCA input file:
```
! wB97M-V def2-TZVPD RIJCOSX def2/J DEFGRID3
* xyz 0 1
Br 4.95 0.85 -0.58
C 4.18 -0.79 -1.32
C 2.62 -0.75 -1.36
Br 2.06 -2.56 -1.92
H 4.46 -1.64 -0.70
H 4.59 -1.02 -2.30
H 2.20 0.04 -1.98
H 2.22 -0.59 -0.36
C -0.23 -0.46 0.63
Cl 1.39 -1.10 0.83
Cl -0.46 0.23 -1.01
Cl -0.74 0.70 1.90
H -0.85 -1.35 0.76
C -1.81 2.79 1.22
Cl -2.14 4.30 0.40
Cl -3.19 1.66 1.02
Cl -1.39 3.11 2.91
H -1.00 2.23 0.76
C -3.32 -1.26 0.12
Cl -2.55 -0.60 1.62
Cl -3.26 0.18 -0.98
Cl -4.89 -1.83 0.61
H -2.82 -2.15 -0.25
*
```

## Properties
Electronic energy ... -9484.11902 Eh

---

Number 1: orbital gap 5.1341 eV, lowest unoccupied orbital energy -4.59 eV. Number 2: orbital gap 10.5476 eV, lowest unoccupied orbital energy 0.58 eV. Number 3: orbital gap 9.6984 eV, lowest unoccupied orbital energy 0.22 eV. Number 4: orbital gap 9.7858 eV, lowest unoccupied orbital energy 0.32 eV. Number 5: orbital gap 9.4971 eV, lowest unoccupied orbital energy 0.01 eV.